No. 1
Entry from the OMol25 dataset: 6 unconnected molecules or ions with the total composition C21H42N7O6 in a non-equilibrium geometry (ωB97M-V/def2-TZVPD).

Calculated values
- HOMO-LUMO gap (eV) = 5.51
- energy above the lowest of the compared OMol25 structures with the same formula, charge and spin (kJ/mol) = 293.8
- HOMO level (eV) = -10.601

Geometry as ORCA input:
```
! wB97M-V def2-TZVPD RIJCOSX def2/J DEFGRID3
* xyz 1 1
O -7.3846 -1.1080 3.0506
O -1.8024 0.0858 2.3078
O 5.8226 1.6342 -2.9073
O -4.1562 4.2830 2.2652
O 2.7841 -2.2728 1.4397
O 3.7107 -2.3163 -3.2069
N 5.9306 -1.7487 -5.0774
N -1.9358 4.3201 1.9831
N 6.1247 1.4608 -0.6932
N 5.1501 -2.1570 -6.0557
N -3.5549 0.5538 0.9895
N -7.7835 -1.8363 5.1301
N 1.0405 -1.8109 0.1129
C 3.2428 -2.5549 -4.3368
C 4.4386 0.0426 -1.7742
C 0.8547 -1.3592 2.5236
C -3.3856 4.9480 0.1005
C -0.6902 4.5147 1.2730
C -3.7315 0.9985 3.3949
C 4.0589 -3.1151 -5.5930
C -5.6970 -2.5010 4.0149
C -7.0079 -1.7625 4.0150
C -2.9513 0.5120 2.2065
C -7.5188 -2.5497 6.3613
C 5.8957 0.9539 0.6444
C 1.6386 -1.8484 1.3356
C -0.2898 -1.3510 -0.2210
C -3.2047 4.4947 1.5240
C 5.1109 -1.8897 -7.4513
C -4.8891 1.0167 0.6660
C 6.2419 -0.9429 -7.9997
C 6.9943 -0.8939 -5.4102
C 7.2014 -0.4805 -6.8826
C 5.5051 1.1001 -1.8471
H 3.6222 0.3756 -1.1292
H -2.9161 5.9232 -0.0457
H -0.1438 3.5688 1.2733
H -5.1942 -2.3464 3.0597
H -0.1998 -0.5355 -0.9436
H 2.1036 -2.3982 -4.4662
H 0.5905 -0.3086 2.3933
H 5.1201 0.1907 0.6701
H -4.6328 0.3945 3.5241
H 5.6035 1.7903 1.2828
H 8.0862 0.2049 -7.1227
H -3.1212 0.9043 4.2939
H -4.4498 5.0414 -0.1168
H -2.9712 0.2117 0.2395
H -0.8374 -1.0020 0.6532
H 6.8319 0.5327 1.0165
H 7.7071 -0.5018 -4.6136
H -5.4302 1.3626 1.5439
H -4.8035 1.8342 -0.0533
H -2.9557 4.2138 -0.5849
H 4.8620 -0.8909 -1.3985
H 1.4653 -1.4528 3.4221
H 1.6303 -2.1556 -0.6318
H -3.9952 2.0512 3.2646
H -8.3260 -3.2676 6.5224
H -5.8685 -3.5717 4.1455
H -6.5665 -3.0753 6.3373
H 4.0391 -0.1368 -2.7703
H 3.3072 -3.3157 -6.4282
H -8.6458 -1.3153 5.0538
H -0.8328 -2.1788 -0.6846
H 6.8280 2.1750 -0.8216
H -0.8468 4.8420 0.2472
H -0.1037 5.2648 1.8080
H -7.5151 -1.8287 7.1817
H 4.5723 -4.1224 -5.3726
H -0.0459 -1.9621 2.6534
H 4.3154 -2.3425 -8.1461
H -1.8959 4.0155 2.9459
H -5.0528 -2.1200 4.8106
H -5.4358 0.1919 0.2042
H 6.3388 -0.6805 -9.0994
*
```

Charges per atom according to Löwdin partitioning, unit e:
1. O 0.016
2. O -0.008
3. O -0.008
4. O 0.019
5. O 0.008
6. O 0.017
7. N 0.133
8. N 0.010
9. N 0.005
10. N -0.141
11. N 0.019
12. N 0.003
13. N -0.001
14. C -0.154
15. C -0.022
16. C -0.010
17. C -0.013
18. C -0.076
19. C 0.008
20. C -0.052
21. C -0.017
22. C -0.559
23. C -0.524
24. C -0.077
25. C -0.065
26. C -0.549
27. C -0.085
28. C -0.552
29. C 0.075
30. C -0.060
31. C 0.067
32. C 0.029
33. C 0.050
34. C -0.550
35. H 0.093
36. H 0.087
37. H 0.081
38. H 0.080
39. H 0.079
40. H 0.148
41. H 0.072
42. H 0.076
43. H 0.074
44. H 0.087
45. H 0.126
46. H 0.089
47. H 0.086
48. H 0.129
49. H 0.042
50. H 0.087
51. H 0.145
52. H 0.085
53. H 0.077
54. H 0.081
55. H 0.088
56. H 0.086
57. H 0.126
58. H 0.066
59. H 0.084
60. H 0.086
61. H 0.075
62. H 0.054
63. H 0.129
64. H 0.143
65. H 0.083
66. H 0.142
67. H 0.074
68. H 0.085
69. H 0.084
70. H 0.162
71. H 0.087
72. H 0.154
73. H 0.143
74. H 0.085
75. H 0.086
76. H 0.122

---

No. 2
Entry from the OMol25 dataset: 7 unconnected molecules or ions with the total composition C21H42O21 in a non-equilibrium geometry (ωB97M-V/def2-TZVPD).

Calculated values
- HOMO-LUMO gap (eV) = 10.87
- energy above the lowest of the compared OMol25 structures with the same formula, charge and spin (kJ/mol) = 208.3
- SMILES = COC(=O)OC.COC(=O)OC.COC(=O)OC.COC(=O)OC.COC(=O)OC.COC(=O)OC.COC(=O)OC
- HOMO level (eV) = -10.377

Geometry as ORCA input:
```
! wB97M-V def2-TZVPD RIJCOSX def2/J DEFGRID3
* xyz 0 1
O 0.2939 -3.8880 -1.6401
O -3.4534 2.4700 3.3525
O -1.5520 3.0946 -2.3492
O -0.2266 0.4228 1.0056
O 1.4867 1.4513 0.0841
O -3.6327 3.5303 -2.2070
O 1.4804 1.4097 3.5553
O 6.3836 -4.0048 -2.1037
O -3.3427 -0.6960 -2.0059
O -4.1323 0.0890 -0.0758
O -1.6848 3.1645 2.1139
O 2.0080 -0.5978 4.0329
O 5.0641 -3.4798 -0.3063
O -1.8070 3.7312 4.2147
O -5.0760 -1.7645 -0.9883
O 3.6245 0.9467 3.6573
O 1.7352 -0.5669 1.1152
O -2.2899 4.8958 -3.3522
O -0.6256 -2.6880 -3.3547
O 4.4903 -2.9235 -2.4187
O -1.7486 -4.2053 -2.1726
C -5.1196 0.0850 0.9628
C -2.4607 3.9360 -2.6961
C 3.1017 -0.6298 0.7363
C 7.2609 -4.7349 -1.1627
C 1.6065 -3.2832 -1.9602
C -4.2088 -0.8527 -0.9955
C 1.0658 0.4906 0.6367
C 4.9157 -2.7677 -3.7579
C -2.4150 3.0832 3.2178
C -0.1254 3.3402 -2.5834
C -0.6923 -3.4773 -2.4982
C 2.5106 0.5982 3.7617
C 5.2780 -3.4792 -1.5140
C -2.4016 2.8660 0.8947
C -2.9425 -4.0372 -3.0031
C -2.2416 0.2118 -1.8266
C -4.8069 4.3414 -2.5274
C -2.5654 4.1335 5.3613
C 2.8650 -1.6449 4.4942
C 1.8451 2.6575 2.9357
C -0.8267 -0.8134 1.3847
H 1.4942 -2.1899 -1.8664
H -4.9213 5.1462 -1.8147
H 6.7700 -5.7149 -1.1343
H -0.5532 -0.9908 2.4517
H -2.7374 -4.5779 -3.9178
H 5.9865 -2.6056 -3.7445
H -3.2027 -2.9640 -3.1587
H -3.5529 4.5522 5.1849
H 1.8382 -3.6282 -3.0396
H -3.6757 -4.6415 -2.5030
H 2.3313 2.5507 2.0127
H -5.5826 -0.8433 1.0996
H 3.0995 -1.3733 5.5638
H -1.5171 -0.0205 -2.5982
H 3.7945 -1.5739 3.8998
H -0.5755 -1.6049 0.7620
H -2.5365 3.2559 6.0701
H -1.7857 -0.0872 -0.8872
H -5.9012 0.7944 0.7215
H -4.6074 0.3644 1.9122
H -3.0078 3.7965 0.6246
H 4.3265 -1.9485 -4.1205
H 0.1772 2.8315 -3.4956
H -5.5649 3.5256 -2.3944
H 7.1460 -4.2270 -0.1865
H 3.1137 -0.4932 -0.3888
H 0.2705 2.8955 -1.7151
H 0.9674 3.2730 2.9056
H 2.2713 -3.7757 -1.2375
H -2.9648 2.0074 1.0998
H 2.4711 3.1932 3.6479
H 3.7448 0.1542 1.2231
H -1.9195 4.8872 5.8131
H -2.4621 1.2587 -1.8191
H 0.1089 4.4112 -2.6177
H -1.5821 2.6143 0.2303
H -1.9356 -0.6804 1.3597
H 8.2784 -4.7548 -1.5656
H 3.4327 -1.6409 0.9585
H -4.7972 4.7353 -3.5040
H 4.7505 -3.7286 -4.2542
H 2.3722 -2.5967 4.4048
*
```

Charges per atom according to Löwdin partitioning, unit e:
1. O -0.038
2. O 0.108
3. O -0.037
4. O -0.025
5. O 0.143
6. O -0.024
7. O 0.011
8. O -0.058
9. O 0.006
10. O -0.030
11. O -0.007
12. O -0.021
13. O 0.090
14. O -0.018
15. O 0.066
16. O 0.153
17. O -0.030
18. O 0.156
19. O 0.154
20. O -0.030
21. O -0.007
22. C -0.011
23. C -0.699
24. C -0.027
25. C 0.010
26. C -0.019
27. C -0.557
28. C -0.616
29. C -0.023
30. C -0.607
31. C 0.042
32. C -0.660
33. C -0.682
34. C -0.578
35. C 0.008
36. C 0.001
37. C 0.000
38. C 0.000
39. C -0.038
40. C -0.018
41. C -0.011
42. C -0.021
43. H 0.093
44. H 0.091
45. H 0.100
46. H 0.115
47. H 0.088
48. H 0.095
49. H 0.099
50. H 0.096
51. H 0.122
52. H 0.087
53. H 0.071
54. H 0.070
55. H 0.115
56. H 0.102
57. H 0.099
58. H 0.071
59. H 0.113
60. H 0.073
61. H 0.101
62. H 0.101
63. H 0.136
64. H 0.099
65. H 0.102
66. H 0.113
67. H 0.095
68. H 0.113
69. H 0.057
70. H 0.086
71. H 0.088
72. H 0.048
73. H 0.101
74. H 0.114
75. H 0.088
76. H 0.063
77. H 0.106
78. H 0.082
79. H 0.101
80. H 0.095
81. H 0.086
82. H 0.073
83. H 0.107
84. H 0.087